(1)
Formula: C24H24N2O4
Source: the Open Molecules 2025 dataset
Level of theory: the ωB97M-V functional and the def2-TZVPD basis

Geometry (Å):
C (2.962, 2.364, 2.357)
O (4.027, 1.844, 1.602)
C (3.892, 0.615, 1.034)
C (4.996, 0.153, 0.313)
C (4.954, -1.082, -0.297)
C (3.826, -1.883, -0.215)
C (2.726, -1.424, 0.494)
N (1.532, -2.150, 0.590)
C (1.228, -3.374, 0.093)
O (1.992, -4.148, -0.429)
C (-0.262, -3.714, 0.275)
O (-1.051, -2.539, 0.418)
C (-1.615, -2.032, -0.700)
O (-1.598, -2.575, -1.768)
C (-2.221, -0.699, -0.402)
C (-1.527, 0.446, -0.729)
C (-2.126, 1.692, -0.406)
N (-3.298, 1.792, 0.161)
C (-3.999, 0.685, 0.465)
C (-5.270, 0.824, 1.060)
C (-6.002, -0.284, 1.383)
C (-5.502, -1.571, 1.129)
C (-4.273, -1.740, 0.554)
C (-3.494, -0.618, 0.209)
C (-1.407, 2.986, -0.663)
C (-0.254, 2.844, -1.650)
C (0.621, 1.653, -1.264)
C (1.896, 1.585, -2.097)
C (-0.202, 0.378, -1.433)
C (2.757, -0.178, 1.121)
H (2.067, 2.514, 1.742)
H (3.305, 3.329, 2.727)
H (2.715, 1.720, 3.207)
H (5.868, 0.783, 0.252)
H (5.811, -1.433, -0.850)
H (3.795, -2.847, -0.692)
H (0.776, -1.668, 1.064)
H (-0.395, -4.306, 1.183)
H (-0.591, -4.291, -0.595)
H (-5.635, 1.822, 1.243)
H (-6.976, -0.178, 1.837)
H (-6.100, -2.432, 1.390)
H (-3.890, -2.729, 0.350)
H (-2.134, 3.722, -1.007)
H (-1.026, 3.344, 0.299)
H (0.336, 3.762, -1.656)
H (-0.644, 2.690, -2.659)
H (0.900, 1.754, -0.208)
H (2.500, 2.476, -1.942)
H (2.491, 0.718, -1.817)
H (1.655, 1.512, -3.155)
H (0.370, -0.486, -1.088)
H (-0.395, 0.218, -2.499)
H (1.887, 0.151, 1.669)

Atoms 1-2, force components in eV/Å:
-0.195 0.088 0.136
0.214 -0.188 -0.203

## Properties
Highest occupied orbital energy: -8.52 eV
SMILES: COc1cccc(NC(=O)COC(=O)c2c3c(nc4ccccc24)CC[C@H](C)C3)c1
LUMO level: 0.01 eV
Energy relative to the best compared isomer or geometry (same formula, charge and spin): 28.3 kJ/mol
Kohn-Sham gap: 0.313 Ha
E: -36449.205 eV

Mulliken population analysis, charges in e, atoms 1 to 4: atom 1 (C): -0.613, atom 2 (O): -0.448, atom 3 (C): 0.582, atom 4 (C): -0.741


(2)
Formula: C13H17AsBrCuF6N6
Source: the Open Molecules 2025 dataset
Level of theory: the ωB97M-V functional and the def2-TZVPD basis

Geometry (Å):
Cu (0.262, 0.546, 0.402)
N (0.244, -0.640, 1.887)
C (-0.195, -0.434, 2.969)
N (-0.641, -0.244, 4.123)
C (-1.943, -0.324, 4.356)
N (-3.082, -0.411, 4.533)
Br (6.772, -0.464, -0.305)
C (4.936, -0.154, -0.120)
C (4.073, -1.212, 0.135)
C (2.730, -0.940, 0.270)
N (2.228, 0.298, 0.146)
C (3.066, 1.314, -0.095)
C (4.428, 1.130, -0.231)
H (4.439, -2.223, 0.237)
H (2.026, -1.726, 0.502)
H (2.634, 2.297, -0.183)
H (5.071, 1.976, -0.421)
C (-4.059, 1.106, 1.241)
C (-2.528, 1.073, 1.333)
N (-1.952, 0.214, 0.268)
C (-2.484, 0.595, -1.061)
C (-4.014, 0.399, -1.110)
N (-4.473, 0.037, 0.270)
C (-3.887, -1.284, 0.667)
C (-2.352, -1.183, 0.537)
H (-4.433, 2.053, 0.855)
H (-4.531, 0.893, 2.200)
H (-2.232, 0.666, 2.293)
H (-2.130, 2.078, 1.246)
H (-2.000, -0.027, -1.812)
H (-2.230, 1.626, -1.261)
H (-4.320, -0.408, -1.774)
H (-4.531, 1.312, -1.399)
H (-5.489, -0.037, 0.277)
H (-4.309, -2.038, 0.005)
H (-4.206, -1.490, 1.687)
H (-1.985, -1.814, -0.272)
H (-1.879, -1.511, 1.456)
F (0.093, 1.958, -0.949)
As (-0.100, 3.795, -0.453)
F (1.595, 3.939, -0.636)
F (-0.347, 4.093, -2.109)
F (-1.804, 3.478, -0.277)
F (-0.281, 5.380, 0.097)
F (0.128, 3.104, 1.137)

Atoms 1-2, force components in eV/Å:
-0.178 -0.011 -0.062
0.007 -0.018 0.515

## Properties
Highest occupied orbital energy (spin up / spin down): -12.40 / -12.51 eV
Spin multiplicity: 2
LUMO level (spin up / spin down): -3.08 / -4.91 eV
Energy relative to the best compared isomer or geometry (same formula, charge and spin): 0.0 kJ/mol
Kohn-Sham gap (spin up / spin down): 0.343 / 0.279 Ha
Charge: +1
E: -214519.547 eV

Mulliken population analysis, charges in e, atoms 1 to 4: atom 1 (Cu): -0.057, atom 2 (N): -0.315, atom 3 (C): 0.788, atom 4 (N): -0.702


(3)
Formula: CHCl4PS
Source: the Open Molecules 2025 dataset
Level of theory: the ωB97M-V functional and the def2-TZVPD basis

Geometry (Å):
Cl (-1.560, 0.888, 1.544)
C (-1.182, 0.618, -0.134)
P (0.574, 0.060, -0.314)
Cl (0.774, -0.636, -2.241)
Cl (2.609, 1.052, -0.372)
S (0.937, -1.609, 0.729)
Cl (-0.733, -1.916, 1.608)
H (-1.418, 1.543, -0.820)

Atoms 1-2, force components in eV/Å:
-0.420 0.968 0.063
2.521 0.827 -1.326

## Properties
Highest occupied orbital energy (spin up / spin down): -8.79 / -8.79 eV
SMILES: ClC=P(Cl)(Cl)SCl
LUMO level (spin up / spin down): -1.14 / -1.14 eV
Energy relative to the best compared isomer or geometry (same formula, charge and spin): 219.1 kJ/mol
Kohn-Sham gap (spin up / spin down): 0.281 / 0.281 Ha
E: -71265.526 eV

Mulliken population analysis, charges in e, atoms 1 to 4: atom 1 (Cl): -0.146, atom 2 (C): -0.404, atom 3 (P): 0.759, atom 4 (Cl): -0.170


(4)
Formula: C3H5N3
Source: the Open Molecules 2025 dataset
Level of theory: the ωB97M-V functional and the def2-TZVPD basis

Geometry (Å):
N (-1.658, -0.214, 0.610)
C (-0.828, -1.150, 0.095)
C (-0.056, -1.986, -0.309)
C (2.081, 0.736, 0.512)
N (1.151, 1.263, 0.005)
N (0.161, 1.929, -0.364)
H (-2.637, -0.463, 0.592)
H (-1.461, 0.731, 0.286)
H (0.584, -2.739, -0.711)
H (2.372, -0.295, 0.626)
H (0.290, 2.188, -1.343)

Atoms 1-2, force components in eV/Å:
0.029 -0.082 -0.097
0.272 -0.379 -0.169

## Properties
Highest occupied orbital energy: -8.69 eV
LUMO level: 0.98 eV
Energy relative to the best compared isomer or geometry (same formula, charge and spin): 500.9 kJ/mol
Kohn-Sham gap: 0.355 Ha
E: -7657.264 eV

Mulliken population analysis, charges in e, atoms 1 to 4: atom 1 (N): -0.494, atom 2 (C): 0.220, atom 3 (C): -0.656, atom 4 (C): -0.169


(5)
Formula: C27H35CrN4O8S2
Source: the Open Molecules 2025 dataset
Level of theory: the ωB97M-V functional and the def2-TZVPD basis

Geometry (Å):
Cr (0.114, 1.559, 0.326)
O (2.687, 2.456, -2.698)
C (2.024, 2.562, -1.598)
O (0.836, 2.225, -1.496)
C (2.802, 3.209, -0.467)
O (2.255, 2.948, 0.803)
C (2.985, 1.951, 1.540)
C (2.833, 0.577, 0.897)
O (3.745, -0.241, 0.906)
O (1.682, 0.387, 0.359)
H (2.125, 1.973, -3.417)
H (3.847, 2.905, -0.541)
H (2.756, 4.287, -0.647)
H (4.035, 2.231, 1.629)
H (2.528, 1.914, 2.528)
O (0.963, -0.297, 2.899)
S (-0.359, 0.150, 3.261)
O (-0.524, 0.754, 4.555)
N (-0.898, 1.099, 2.072)
C (-2.150, 1.709, 2.211)
C (-3.030, 1.606, 3.268)
C (-4.275, 2.268, 3.246)
C (-4.666, 3.040, 2.191)
C (-3.796, 3.179, 1.088)
C (-4.104, 3.958, -0.046)
C (-3.215, 4.046, -1.082)
C (-2.003, 3.351, -0.988)
N (-1.679, 2.616, 0.056)
C (-2.551, 2.515, 1.102)
C (-1.407, -1.288, 3.222)
C (-2.063, -1.666, 2.060)
C (-2.818, -2.830, 2.051)
C (-2.908, -3.608, 3.198)
C (-2.249, -3.221, 4.357)
C (-1.499, -2.055, 4.375)
H (-2.762, 1.034, 4.143)
H (-4.929, 2.158, 4.101)
H (-5.620, 3.549, 2.186)
H (-5.051, 4.484, -0.082)
H (-3.426, 4.641, -1.959)
H (-1.272, 3.393, -1.786)
H (-1.990, -1.047, 1.174)
H (-3.347, -3.122, 1.154)
H (-3.504, -4.512, 3.191)
H (-2.329, -3.823, 5.253)
H (-0.995, -1.728, 5.276)
C (2.288, -4.858, -0.837)
C (1.117, -4.033, -1.442)
N (1.149, -2.671, -0.932)
C (2.360, -2.016, -1.425)
C (3.621, -2.797, -1.004)
N (3.166, -3.896, -0.088)
C (2.422, -3.309, 1.084)
C (1.132, -2.675, 0.531)
H (2.904, -5.343, -1.592)
H (1.951, -5.605, -0.121)
H (0.169, -4.500, -1.177)
H (1.189, -4.008, -2.529)
H (2.404, -1.025, -0.993)
H (2.301, -1.929, -2.510)
H (4.304, -2.164, -0.440)
H (4.144, -3.272, -1.833)
H (3.983, -4.391, 0.260)
H (3.077, -2.561, 1.531)
H (2.242, -4.117, 1.792)
H (1.070, -1.655, 0.894)
H (0.245, -3.215, 0.865)
C (-0.791, 0.676, -5.913)
S (-0.186, 1.516, -4.458)
C (-0.383, 3.196, -5.048)
O (1.306, 1.268, -4.470)
H (-0.167, 0.943, -6.765)
H (-1.829, 0.963, -6.076)
H (-0.731, -0.393, -5.720)
H (-1.443, 3.401, -5.202)
H (0.180, 3.319, -5.972)
H (0.011, 3.858, -4.278)

Atoms 1-2, force components in eV/Å:
-0.351 0.245 0.193
-0.036 -0.037 -0.030

## Properties
Highest occupied orbital energy (spin up / spin down): -9.80 / -10.08 eV
Spin multiplicity: 5
LUMO level (spin up / spin down): -2.20 / -2.30 eV
Energy relative to the best compared isomer or geometry (same formula, charge and spin): 32.2 kJ/mol
Kohn-Sham gap (spin up / spin down): 0.279 / 0.286 Ha
Charge: +1
E: -100996.070 eV

Mulliken population analysis, charges in e, atoms 1 to 4: atom 1 (Cr): 0.007, atom 2 (O): -0.481, atom 3 (C): 0.678, atom 4 (O): -0.036


(6)
Formula: C15H11AsF5N3O9Se2Te2Ti
Source: the Open Molecules 2025 dataset
Level of theory: the ωB97M-V functional and the def2-TZVPD basis

Geometry (Å):
Ti (0.391, 0.811, -0.781)
Se (2.543, 2.128, 0.354)
Te (4.958, 2.600, -0.194)
Te (0.377, 5.570, 0.455)
Se (1.176, 3.567, -0.917)
C (-4.272, 1.666, -0.514)
As (-2.511, 2.427, -0.419)
C (-2.189, 2.876, 1.403)
C (-2.504, 3.956, -1.562)
O (-1.505, 1.249, -1.056)
H (-5.007, 2.368, -0.122)
H (-4.275, 0.750, 0.076)
H (-4.495, 1.427, -1.552)
H (-2.977, 3.553, 1.736)
H (-1.221, 3.376, 1.469)
H (-2.182, 1.949, 1.970)
H (-3.457, 4.479, -1.481)
H (-2.349, 3.589, -2.575)
H (-1.689, 4.617, -1.258)
O (2.561, -5.051, -5.004)
N (1.721, -5.181, -4.128)
O (1.027, -6.180, -4.006)
C (1.548, -4.101, -3.175)
C (0.597, -4.223, -2.177)
C (0.424, -3.171, -1.311)
C (1.217, -1.991, -1.305)
O (1.035, -1.077, -0.442)
C (2.177, -1.936, -2.367)
C (2.307, -2.941, -3.291)
N (3.104, -0.824, -2.579)
O (3.547, -0.380, -1.570)
O (0.828, 0.676, -2.332)
N (-0.724, -3.279, -0.398)
O (-0.866, -4.328, 0.209)
O (-1.482, -2.336, -0.340)
H (-0.016, -5.108, -2.103)
H (3.020, -2.821, -4.095)
F (1.704, -0.447, 6.299)
C (1.248, -0.173, 5.058)
C (1.098, 1.133, 4.632)
F (1.402, 2.137, 5.472)
C (0.630, 1.408, 3.362)
F (0.469, 2.692, 3.017)
C (0.289, 0.401, 2.435)
O (-0.161, 0.677, 1.254)
C (0.441, -0.914, 2.920)
F (0.099, -1.955, 2.146)
C (0.911, -1.193, 4.190)
F (1.033, -2.471, 4.594)

Atoms 1-2, force components in eV/Å:
0.850 0.153 -0.139
-0.019 0.024 0.214

## Properties
Highest occupied orbital energy: -1.29 eV
LUMO level: 3.65 eV
Energy relative to the best compared isomer or geometry (same formula, charge and spin): 85.7 kJ/mol
Kohn-Sham gap: 0.181 Ha
Charge: -2
E: -281449.036 eV

Mulliken population analysis, charges in e, atoms 1 to 4: atom 1 (Ti): 1.485, atom 2 (Se): -0.246, atom 3 (Te): -0.583, atom 4 (Te): -0.677